{
  "formula": "C28H72N3O21P2S9",
  "method": "ωB97M-V/def2-TZVPD",
  "total_energy_ev": -193759.952,
  "spin_multiplicity": 1,
  "total_charge": -1,
  "e_homo_ev": -3.5918,
  "fmax_ev_per_a": 1.09,
  "molar_mass_g_mol": 1137.4,
  "elements": ["O", "H", "H", "H", "H", "H", "C", "C", "P", "H", "C", "O", "H", "S", "H", "H", "O", "H", "S", "C", "H", "H", "H", "H", "H", "H", "C", "H", "H", "H", "H", "S", "H", "O", "C", "H", "H", "C", "H", "O", "H", "O", "C", "H", "O", "H", "C", "C", "H", "C", "C", "S", "H", "H", "C", "O", "H", "H", "H", "H", "C", "H", "C", "C", "H", "C", "O", "O", "H", "H", "H", "H", "H", "H", "C", "S", "O", "H", "C", "H", "H", "H", "O", "O", "H", "C", "S", "H", "S", "H", "H", "H", "O", "O", "H", "H", "H", "H", "N", "H", "C", "H", "H", "N", "C", "C", "C", "C", "N", "P", "H", "H", "H", "H", "C", "H", "O", "H", "H", "H", "O", "O", "H", "C", "H", "S", "H", "O", "H", "S", "O", "C", "O", "H", "H"],
  "xyz": [[4.745, 7.503, 0.340], [-0.110, -6.979, -0.796], [6.465, 3.764, 8.846], [-0.263, -7.309, -3.686], [-3.699, -0.888, -1.347], [-5.532, -5.720, -0.926], [-4.351, -1.626, 4.357], [-5.526, -3.898, -2.135], [3.708, -4.115, -2.544], [3.356, 6.758, -1.565], [7.443, 3.679, 9.316], [-2.460, 1.625, -1.215], [-1.651, 5.783, -5.619], [7.594, 3.191, 6.102], [-3.893, -1.111, 2.317], [0.626, -2.203, -0.262], [8.682, 3.120, 7.261], [-4.072, -0.037, 0.146], [-2.256, -7.114, -2.517], [7.348, 7.302, 0.156], [-4.425, 2.081, -1.163], [2.856, -2.456, -1.491], [-7.978, 0.247, 4.008], [3.942, 6.738, 4.770], [-2.432, -3.593, -2.818], [2.824, -3.723, -3.588], [-4.248, -0.048, -0.930], [1.517, -5.485, -0.509], [9.346, 2.642, 4.639], [0.735, 6.587, -5.766], [8.426, 5.059, 7.962], [-2.323, -5.984, 0.265], [-3.932, 1.254, -2.636], [6.398, 2.542, 6.535], [0.465, -6.910, -1.712], [1.910, 7.786, -1.445], [5.430, 8.539, 3.989], [0.030, 1.899, -1.428], [-2.853, -2.360, 3.011], [0.131, 0.181, 1.374], [3.158, 8.135, -2.684], [-5.647, -0.970, 4.369], [8.556, 4.049, 8.356], [1.216, -4.914, -2.154], [0.779, 7.336, -3.828], [2.146, -1.420, 0.258], [0.041, 6.956, -5.009], [8.423, 2.159, 4.945], [-6.187, -3.256, -5.631], [-3.817, 1.265, -1.550], [-5.014, -4.983, -1.502], [5.858, 6.867, 0.983], [4.676, -6.659, -2.361], [-4.499, -2.751, 2.514], [1.304, -2.028, 0.572], [-8.634, -3.494, -6.490], [0.995, 0.732, 3.696], [3.755, -5.969, -0.634], [-4.387, -2.499, 5.010], [-6.548, -3.581, -2.190], [-2.748, -5.946, -1.276], [7.557, 2.650, 9.656], [-3.871, -1.984, 2.969], [-5.431, -5.264, -5.351], [7.755, 2.038, 4.095], [2.643, 7.360, -2.123], [-0.706, -1.987, 2.236], [-6.510, -4.347, -7.380], [-3.674, -0.905, 4.812], [-9.103, -1.068, 4.440], [-0.389, 7.883, -5.382], [5.017, -4.050, -3.119], [9.517, 4.016, 8.864], [-7.918, -5.252, -9.439], [1.267, -0.263, 4.053], [-6.938, -1.853, 4.130], [7.551, 4.532, 5.601], [-5.308, -0.219, -1.116], [5.067, 7.800, 3.279], [-0.451, -5.647, -3.225], [5.556, 6.062, 4.460], [2.891, -6.585, -3.395], [-6.944, -2.931, 5.072], [5.841, 5.458, 1.205], [0.955, 1.459, -1.796], [-8.502, -4.518, -8.890], [-1.279, 0.858, -1.956], [1.647, -2.974, 0.981], [0.383, -1.169, 1.786], [0.175, -0.176, 5.903], [-6.341, -5.645, -4.891], [-0.644, 4.990, -4.407], [6.156, 7.619, 2.345], [-8.278, -5.936, -6.722], [-7.984, -0.420, 5.673], [7.372, 8.378, 0.010], [-5.002, -6.070, -5.947], [8.616, 1.197, 5.411], [-3.661, -4.952, -1.738], [4.252, 5.796, 3.312], [0.229, -0.809, 5.016], [2.232, -0.182, 4.550], [3.030, -7.696, -1.573], [-4.524, -3.184, -2.749], [-8.119, -0.641, 4.618], [4.682, 6.524, 3.999], [1.482, -5.781, -1.554], [-0.531, -6.662, -2.858], [3.581, -3.130, -1.273], [3.291, -6.316, -1.979], [-4.777, -3.647, -6.600], [-0.109, 2.892, -1.849], [8.189, 6.966, 0.758], [-8.313, -3.513, -9.255], [-3.423, -3.844, -2.493], [-1.705, 6.306, -3.924], [-7.099, -2.116, 2.736], [7.341, 6.786, -0.801], [-9.561, -4.756, -8.954], [4.213, 8.238, 2.759], [2.719, 5.907, -4.297], [1.496, -1.129, 2.931], [0.035, 1.922, -0.342], [-5.707, -4.048, -6.206], [0.962, -7.867, -1.857], [1.825, 6.286, -3.246], [0.484, -1.824, 5.318], [1.121, 5.286, -2.508], [-4.737, -5.000, -4.561], [-8.058, -4.602, -7.188], [-1.113, -0.433, -1.369], [-1.054, 5.948, -4.722], [-1.473, 0.985, -3.370], [7.464, 4.343, 10.181], [-0.759, -0.840, 4.558]]
}


{
  "formula": "C28H73AlI2NO9P2",
  "method": "ωB97M-V/def2-TZVPD",
  "total_energy_ev": -91511.970,
  "spin_multiplicity": 1,
  "total_charge": -1,
  "e_homo_ev": -3.9695,
  "fmax_ev_per_a": 5.28,
  "molar_mass_g_mol": 910.6,
  "elements": ["H", "O", "C", "H", "H", "H", "C", "O", "H", "H", "H", "N", "I", "O", "H", "C", "C", "C", "H", "H", "H", "H", "H", "H", "H", "H", "C", "C", "H", "H", "H", "H", "H", "H", "C", "H", "H", "H", "C", "H", "H", "H", "H", "C", "H", "O", "C", "H", "H", "C", "H", "I", "H", "C", "H", "H", "H", "H", "H", "C", "H", "H", "H", "H", "H", "H", "H", "H", "H", "O", "C", "H", "H", "H", "C", "H", "Al", "C", "H", "C", "C", "H", "C", "H", "H", "O", "H", "O", "H", "H", "C", "H", "C", "H", "P", "H", "C", "H", "C", "C", "O", "H", "H", "H", "H", "P", "O", "H", "H", "C", "H", "H", "H", "H", "C", "C"],
  "xyz": [[1.122, -2.157, 5.301], [1.789, 2.694, -1.390], [-1.984, -4.131, -4.933], [-2.359, 8.790, 0.018], [4.074, 5.159, -1.352], [1.275, -4.375, 8.849], [2.095, -3.972, 8.245], [1.622, -0.833, 3.030], [-4.138, 6.574, 0.155], [-5.895, 8.365, 0.296], [1.379, -0.352, -1.467], [-0.286, -6.467, -2.395], [-2.150, 0.327, 0.726], [-0.385, 4.091, -3.825], [2.420, 5.182, -0.698], [-0.719, -0.842, -0.460], [3.074, 4.725, -1.449], [3.111, 3.215, -1.277], [-0.438, -4.307, 0.528], [-0.011, -5.435, 4.836], [-0.212, -0.067, 3.492], [1.792, 2.971, -6.669], [-4.638, 9.601, 0.059], [-1.143, -6.769, 4.659], [-3.792, -3.250, -6.098], [1.615, -2.503, -2.103], [1.248, 0.596, 4.926], [1.928, 0.806, -6.612], [2.470, -2.432, -4.109], [-3.038, -2.016, -4.764], [-2.925, 3.309, -3.850], [0.981, -4.384, -6.284], [-0.078, 5.838, -1.845], [-2.857, 5.015, -4.271], [-1.358, 4.398, -2.830], [-0.496, -1.466, 5.561], [2.667, 4.999, -2.429], [2.231, -5.087, -0.287], [0.984, -3.317, -5.752], [3.070, -4.046, -5.076], [3.177, -1.529, 10.452], [0.391, 2.133, -7.374], [-4.114, -3.498, -4.248], [-1.067, -5.676, 4.677], [-1.590, -6.567, 7.029], [-1.481, -5.602, 7.044], [2.473, -3.017, -5.122], [3.244, -0.280, -7.943], [-1.809, 6.045, -1.491], [0.660, -0.471, 4.017], [3.477, 2.967, -0.275], [-3.327, -2.591, -1.223], [-0.467, 4.747, -4.537], [-1.086, 5.785, -2.270], [-2.260, -4.923, -4.115], [-1.258, 3.653, -2.033], [3.250, -2.167, 8.046], [-1.137, 6.543, -3.060], [1.456, 2.910, -2.277], [4.001, 2.561, -2.322], [2.953, -4.647, 8.324], [1.999, 0.643, -8.774], [-3.417, 8.753, 2.193], [-4.681, 7.522, 2.419], [-3.520, 4.524, -2.696], [0.836, -2.536, -6.642], [0.620, -2.062, 9.125], [3.392, 1.489, -8.062], [3.812, -3.182, 10.276], [1.039, -0.297, -6.459], [-3.866, 7.604, 0.409], [-0.155, -2.472, 4.134], [5.029, 2.929, -2.252], [-3.550, -6.512, 5.610], [0.857, -0.373, -0.421], [2.150, 0.228, 5.429], [0.180, -3.151, -2.313], [1.134, 2.102, -6.570], [-1.839, -4.561, -6.011], [-1.922, -5.090, 5.789], [-3.392, -5.428, 5.595], [0.410, -0.280, -7.200], [-1.173, -2.028, -1.238], [-1.371, -5.289, 3.699], [-0.555, -6.002, -3.289], [1.920, -5.727, -1.013], [0.527, 0.907, 5.688], [1.325, -1.716, 8.555], [3.628, 2.758, -3.334], [1.487, -0.992, 0.354], [2.687, 0.663, -7.922], [1.547, 1.475, 4.345], [-2.748, 4.309, -3.440], [0.855, 0.748, -0.015], [0.244, -5.289, -1.409], [2.400, -1.193, 3.487], [-3.733, 7.740, 1.918], [1.749, -3.966, 7.206], [-3.314, -3.122, -5.034], [2.929, -2.549, 10.139], [-2.608, 7.877, -0.202], [2.139, -2.902, 10.811], [4.009, 1.473, -2.195], [-1.795, -4.002, 5.816], [3.041, -2.318, -5.905], [-0.465, -3.042, -4.540], [-0.677, -5.207, 0.108], [-4.988, 8.459, -1.231], [-3.766, -5.033, 4.645], [2.461, -2.566, 8.693], [-2.968, 7.056, 2.300], [2.632, 0.778, -5.774], [0.583, 2.186, -5.627], [-3.993, -5.010, 6.410], [-4.912, 8.559, -0.143], [0.255, -1.708, 4.803]]
}